No. 1
Molecular formula: C28H35N4O4S2
Method: DFT, ωB97M-V with the def2-TZVPD basis set

Geometry as XYZ:
```
73
Properties=species:S:1:pos:R:3:forces:R:3:lowdin_charge:R:1
O -5.1807 -0.1406 3.1664 0.6 -0.2 -0.8 0.149
C -4.1588 -0.6812 2.8218 -0.9 0.7 0.9 -0.439
O -3.2389 -1.0476 3.7717 0.1 0.4 -1.7 0.094
C -3.9066 -0.8962 1.3042 1.3 -0.9 -3.2 0.015
C -3.9465 0.2338 0.3496 0.2 -2.5 0.2 0.074
C -3.6999 -0.0238 -1.0608 -0.3 0.3 2.3 0.007
N -3.3982 -1.2844 -1.5271 -0.3 0.6 1.4 0.103
C -3.3416 -2.3859 -0.7127 -0.7 1.0 2.1 0.054
C -3.6113 -2.2286 0.7132 -0.5 0.9 0.2 -0.099
C -3.5965 -3.4516 1.6760 0.8 -0.6 -0.3 -0.121
C -2.1078 -3.8286 2.0962 1.2 0.8 -0.1 -0.224
C -1.0708 -2.6297 1.8795 -0.4 0.2 0.4 -0.472
S 0.4281 -3.0770 2.8964 0.0 1.0 -0.2 0.841
C 0.8817 -1.4235 3.5970 -0.4 -0.4 0.2 -1.008
S 0.5480 -1.1430 5.1733 0.3 -0.1 -1.2 0.740
N 1.4787 -0.5036 2.6477 -0.1 0.6 1.3 -0.138
C 2.9301 -0.6007 2.5866 3.4 -1.1 -1.3 -0.219
C 3.8811 -0.1719 3.6104 0.6 -0.8 -1.3 -0.007
C 5.3215 -0.3716 3.4211 -1.2 -0.7 -1.8 -0.057
C 5.8471 -1.0050 2.2047 -2.2 0.3 0.5 -0.070
C 4.9186 -1.4533 1.1660 -0.7 1.1 2.2 -0.072
C 3.4926 -1.2337 1.3821 0.7 0.3 0.8 -0.027
C 0.9781 0.8583 2.7578 -1.7 3.0 -0.5 -0.232
C 0.0616 1.2985 1.6840 0.1 0.6 1.0 -0.031
C -0.5746 2.6084 1.6398 1.6 -0.2 2.1 -0.088
C -0.2623 3.5652 2.7120 1.0 -2.2 0.1 -0.076
C 0.6394 3.1539 3.7933 -0.7 -0.9 -1.6 -0.056
C 1.2523 1.8197 3.8230 -1.1 0.6 -1.2 -0.031
H -3.3738 -0.4538 4.5414 -0.2 -0.5 -0.3 0.154
H -4.1911 1.2359 0.7648 0.3 -0.8 -0.8 0.137
H -3.7418 0.8497 -1.7520 0.1 -1.3 0.3 0.142
H -3.2421 -1.3655 -2.5407 -0.2 0.0 -0.2 0.131
H -3.0936 -3.3950 -1.1303 -0.3 1.3 0.2 0.168
H -4.1754 -3.2677 2.6174 0.4 0.1 -1.1 0.123
H -4.0318 -4.3695 1.1835 0.2 1.1 0.4 0.130
H -1.6914 -4.6856 1.4976 -0.7 0.6 0.6 0.115
H -2.0232 -4.0817 3.1907 -0.4 0.1 -1.2 0.105
H -1.4784 -1.6639 2.2957 0.5 -1.1 -0.4 0.059
H -0.8230 -2.4609 0.8006 -0.1 -0.3 0.9 0.075
H 3.5274 0.2824 4.5609 0.3 -0.4 -0.9 0.091
H 6.0426 -0.0489 4.2054 -0.8 -0.3 -0.7 0.102
H 6.9446 -1.1650 2.1146 -1.0 0.2 0.0 0.100
H 5.2840 -1.9648 0.2431 -0.4 0.6 1.0 0.103
H 2.7784 -1.5928 0.6004 0.6 0.4 0.8 0.106
H -0.1894 0.5677 0.8746 0.4 0.6 0.8 0.096
H -1.2833 2.8865 0.8234 0.8 -0.3 0.8 0.089
H -0.6876 4.5923 2.7330 0.3 -1.0 -0.1 0.099
H 0.8176 3.9113 4.5994 0.0 -1.1 -0.8 0.107
H 1.9034 1.5458 4.6788 -0.6 0.3 -0.8 0.079
C -2.9421 1.0210 -5.3909 0.0 0.0 0.1 0.001
C -3.3529 -0.4198 -5.5425 0.0 -0.2 -0.3 -0.532
O -3.7472 -1.0948 -4.5877 0.2 0.0 0.7 -0.017
N -3.2805 -0.9716 -6.7704 0.0 0.3 0.6 0.020
C -2.8479 -0.3525 -8.0099 -0.1 -0.4 -0.1 -0.055
H -3.0551 1.3208 -4.3507 0.0 -0.1 -0.1 0.067
H -1.8960 1.1462 -5.6748 -0.1 0.1 -0.1 0.094
H -3.5779 1.6601 -6.0053 0.2 0.0 0.0 0.095
H -3.5717 -1.9385 -6.7940 0.0 0.1 -0.1 0.149
H -3.6681 -0.4055 -8.7270 0.1 0.1 -0.1 0.092
H -1.9991 -0.9160 -8.3993 0.0 0.2 -0.1 0.091
H -2.5581 0.6849 -7.8699 0.0 -0.1 0.1 0.079
C 5.5673 2.5360 -2.5193 0.1 0.0 0.0 -0.012
C 4.3328 3.3696 -2.2890 -0.2 0.4 -0.2 -0.557
O 4.0456 4.3157 -3.0056 0.1 -0.1 0.0 0.029
N 3.5272 3.0382 -1.2427 0.3 -0.1 -0.2 0.003
C 3.6928 1.9612 -0.2867 -0.4 0.4 0.0 -0.083
H 6.1037 2.9208 -3.3841 -0.1 0.1 0.1 0.084
H 6.2262 2.5905 -1.6507 0.0 -0.2 0.0 0.086
H 5.2900 1.4986 -2.7170 0.1 0.0 0.1 0.082
H 2.7224 3.6399 -1.1514 0.1 0.0 0.0 0.136
H 2.8166 1.3117 -0.3458 0.1 -0.2 0.2 0.071
H 3.7469 2.3943 0.7143 0.1 -0.3 0.1 0.087
H 4.5887 1.3762 -0.4753 0.0 0.1 0.0 0.068
```
Positions in Å, forces in eV/Å.

Properties
Gap between HOMO and LUMO = 0.2217 Ha
Total energy = -65415.745 eV
E_HOMO = -10.574 eV
E_LUMO = -4.54 eV
Charge = +1


No. 2
Molecular formula: C28H35N5O3PPtS
Method: DFT, ωB97M-V with the def2-TZVPD basis set

Geometry as XYZ:
```
74
Properties=species:S:1:pos:R:3:forces:R:3:mulliken_spin:R:1
Pt 0.7119 1.2628 0.7745 0.1 0.3 -0.1 1.646
C -0.4523 4.2085 1.4979 0.0 0.0 0.0 -0.024
C -0.4478 4.0091 -0.0069 0.0 0.0 0.0 0.028
N 0.7289 3.1971 -0.3856 0.0 0.0 0.0 0.248
C 2.0347 3.9072 -0.2426 0.0 0.0 0.0 -0.026
C 3.1009 3.0290 0.3967 0.0 0.0 0.0 0.022
N 2.5306 2.3007 1.5623 0.0 0.0 0.0 0.290
C 2.2166 3.1871 2.7220 0.0 0.0 0.0 -0.002
C 0.8156 2.9641 3.2691 0.0 0.0 0.0 0.007
N -0.1877 2.9189 2.1796 0.0 -0.1 0.1 0.254
H 0.3081 4.9260 1.8022 0.0 0.0 0.0 0.002
H -1.4092 4.6189 1.8198 0.0 0.0 0.0 0.003
H -1.3367 3.4612 -0.3232 0.0 0.0 0.0 -0.005
H -0.4422 4.9704 -0.5257 0.0 0.0 0.0 0.006
H 0.6341 2.8671 -1.3418 0.0 0.0 0.0 -0.009
H 2.3776 4.2421 -1.2211 0.0 0.0 0.0 0.004
H 1.8658 4.8042 0.3499 0.0 0.0 0.0 -0.002
H 3.4816 2.2899 -0.3030 0.0 0.0 0.0 0.002
H 3.9415 3.6456 0.7232 0.0 0.0 0.0 0.010
H 3.1797 1.5682 1.8394 0.0 0.0 0.0 -0.012
H 2.9466 3.0226 3.5142 0.0 0.0 0.0 0.009
H 2.3427 4.2185 2.3974 0.0 0.0 0.0 0.000
H 0.7569 2.0130 3.7974 0.0 0.0 0.0 -0.005
H 0.5782 3.7550 3.9851 0.0 0.0 0.0 0.008
H -1.0508 2.5384 2.5539 0.0 0.0 0.0 -0.014
O 1.8545 -0.7406 0.4557 0.0 0.0 0.0 0.169
S 2.4541 -0.3378 -0.8587 0.0 -0.2 0.0 0.093
O 3.8492 -0.0606 -0.8297 0.0 0.1 0.1 0.017
O 1.5971 0.8493 -1.2410 -0.1 0.0 -0.1 0.175
C 2.1380 -1.6018 -2.0352 0.1 0.0 0.0 -0.102
C 3.2364 -2.1695 -2.6609 0.0 0.0 0.0 0.014
C 3.0404 -3.1862 -3.5893 0.0 0.0 0.0 -0.002
C 1.7609 -3.6272 -3.8811 0.0 0.0 0.0 0.015
C 0.6607 -3.0596 -3.2467 0.0 0.0 0.0 0.035
C 0.8379 -2.0331 -2.3239 -0.1 -0.1 0.0 0.159
P -0.6349 -1.3750 -1.5324 0.0 0.0 0.1 0.299
C -1.4826 -2.6362 -0.6280 0.0 0.0 -0.1 0.105
C -0.7317 -3.3062 0.3518 0.0 0.0 0.0 0.059
C -1.3070 -4.3466 1.0549 0.0 0.0 0.0 -0.019
C -2.6254 -4.7145 0.7962 0.0 0.0 0.0 0.067
C -3.3707 -4.0492 -0.1705 0.0 0.0 0.0 -0.018
C -2.8082 -3.0076 -0.8878 0.0 0.0 0.0 0.053
C -1.6129 -0.3895 -2.6098 0.0 0.0 0.0 0.075
C -1.1225 -0.0319 -3.8761 0.0 0.0 0.0 0.058
C -1.8928 0.7628 -4.7041 0.0 0.0 0.0 -0.025
C -3.1344 1.2212 -4.2731 0.0 0.0 0.0 0.091
C -3.6097 0.8997 -3.0031 0.0 0.0 0.0 -0.031
C -2.8526 0.1066 -2.1643 0.0 0.0 0.0 0.060
H 4.2310 -1.8195 -2.4228 0.0 0.0 0.0 0.001
H 3.8950 -3.6325 -4.0792 0.0 0.0 0.0 0.000
H 1.6089 -4.4188 -4.6024 0.0 0.0 0.0 0.000
H -0.3345 -3.4205 -3.4776 0.0 0.0 0.0 0.001
H 0.2991 -3.0220 0.5345 0.0 0.0 0.0 0.013
H -0.7273 -4.8926 1.7875 0.0 0.0 0.0 0.000
H -3.0690 -5.5398 1.3375 0.0 0.0 0.0 0.002
H -4.3845 -4.3606 -0.3825 0.0 0.0 0.0 0.001
H -3.3771 -2.5210 -1.6681 0.0 0.0 0.0 0.000
H -0.1625 -0.3992 -4.2159 0.0 0.0 0.0 0.003
H -1.5349 1.0160 -5.6927 0.0 0.0 0.0 0.000
H -3.7374 1.8331 -4.9308 0.0 0.0 0.0 0.002
H -4.5752 1.2637 -2.6790 0.0 0.0 0.0 0.000
H -3.2220 -0.1440 -1.1772 0.0 0.0 0.0 0.003
C -0.2834 -2.6362 4.6514 0.0 0.0 0.0 0.002
N -0.5571 -1.5804 3.6694 0.0 0.0 0.0 0.010
C -1.7973 -1.0977 3.3329 0.0 0.0 0.0 0.001
C -1.5951 -0.0992 2.4349 0.0 0.0 0.0 0.001
N -0.2353 0.0302 2.2301 0.0 -0.1 -0.1 0.176
C 0.3568 -0.8871 2.9890 0.0 -0.1 0.0 -0.008
H -1.1318 -3.3138 4.6793 0.0 0.0 0.0 0.000
H -0.1341 -2.1991 5.6357 0.0 0.0 0.0 0.000
H 0.6041 -3.1860 4.3498 0.0 0.0 0.0 0.000
H -2.7015 -1.5012 3.7555 0.0 0.0 0.0 0.001
H -2.3202 0.5147 1.9273 0.0 0.0 0.0 -0.001
H 1.4164 -1.0785 3.0359 0.0 0.0 0.0 0.003
```
Positions in Å, forces in eV/Å.

Properties
Gap between HOMO and LUMO (alpha / beta) = 0.3211 / 0.2306 Ha
Total energy = -66540.360 eV
E_HOMO (alpha / beta) = -16.208 / -17.099 eV
E_LUMO (alpha / beta) = -7.47 / -10.82 eV
Charge = +3
2S+1 = 5
ΔE to the lowest compared entry with this formula, charge and spin = 0.9 kcal per mole


No. 3
Molecular formula: C28H35N5P2PdSe
Method: DFT, ωB97M-V with the def2-TZVPD basis set

Geometry as XYZ:
```
72
Properties=species:S:1:pos:R:3:forces:R:3:mulliken_spin:R:1
Pd 0.2336 -2.1907 0.7866 -0.1 -0.1 1.5 0.490
C -0.5578 2.1453 4.9647 -1.1 -1.3 -0.4 -0.016
C -1.3196 1.5482 4.0100 0.5 0.1 1.5 0.058
C -1.2010 1.7868 2.5445 0.5 0.2 0.2 -0.027
C 0.0607 1.1523 1.9218 -0.7 -0.9 -0.8 -0.006
C 1.4419 1.6713 2.1015 0.6 -0.1 0.9 -0.002
C 1.8925 2.6494 2.8925 0.0 -1.0 -1.4 0.000
C 1.0599 3.7110 3.4985 -0.1 1.4 1.2 0.001
C 0.4588 3.2272 4.8376 1.4 0.2 0.8 0.003
C 1.6319 -2.7541 2.3002 0.7 -1.1 1.3 0.555
H -0.6080 1.7814 6.0154 -0.4 0.3 -0.8 -0.005
H -2.1066 0.8086 4.2617 0.7 0.4 0.3 -0.009
H -1.2470 2.8654 2.4027 -0.1 0.0 -0.6 0.004
H -2.0566 1.3104 2.0629 0.1 0.2 0.0 0.010
H 0.0960 0.0622 2.2227 0.0 1.2 -0.2 -0.007
H -0.1498 1.1026 0.8433 0.1 0.0 -0.1 0.013
H 2.2024 1.0293 1.6478 -0.2 0.0 0.2 0.002
H 2.9699 2.6364 3.1026 -0.4 0.4 -0.2 0.000
H 0.3216 4.2339 2.8528 0.5 -0.7 0.1 0.000
H 1.8059 4.4893 3.7900 -0.8 -0.2 -0.1 0.000
H 1.3692 2.8298 5.3421 -0.5 0.1 0.1 0.002
H 0.1783 4.0591 5.5157 -0.1 -0.2 -0.5 0.000
H 0.9822 -2.8841 3.2020 0.7 0.3 -0.6 -0.027
H 2.3211 -1.8989 2.4222 -0.3 -0.4 0.0 -0.050
H 2.2283 -3.7058 2.2569 -0.4 0.8 -0.5 -0.009
P 1.4133 -1.4578 -0.8212 1.7 2.7 -2.1 -0.094
P -2.1118 -0.6515 -0.7323 -2.3 2.0 -3.4 -0.006
N 2.7806 -0.1714 -1.0828 -0.2 -0.4 0.6 0.007
N 2.0609 -2.5918 -1.8743 0.3 -0.9 -1.3 0.011
N -2.1715 1.0653 -1.3550 0.1 0.6 1.2 -0.002
N -3.6817 -1.0033 -1.6291 -0.3 -1.1 0.6 0.007
C 0.3163 -0.5792 -1.9784 0.2 0.2 -0.5 0.042
C -1.0640 -1.2296 -2.1188 0.5 -0.3 0.1 0.020
C 3.8487 0.0754 -0.2284 0.5 0.5 -0.7 -0.002
C 4.7866 0.9014 -0.8654 -1.0 -0.8 0.2 -0.001
C 4.2951 1.1443 -2.1839 -1.2 -0.8 0.4 0.000
C 3.0637 0.4906 -2.2733 0.8 0.4 0.2 0.001
C 2.3505 -3.9068 -1.5335 0.4 -0.3 -1.4 0.004
C 2.8409 -4.5479 -2.6660 -0.3 0.7 0.8 0.000
C 2.8697 -3.5924 -3.7325 -0.5 0.9 0.9 0.001
C 2.3788 -2.4016 -3.2335 0.2 -1.2 0.2 -0.001
C -2.6380 2.1335 -0.5631 0.4 0.4 -0.9 -0.003
C -2.5536 3.3233 -1.2872 -0.2 -1.4 0.3 0.000
C -2.0896 2.9740 -2.5989 0.4 -1.2 0.4 0.000
C -1.8192 1.6032 -2.5908 -0.4 0.9 0.3 0.003
C -4.3576 -0.4145 -2.7073 -0.2 -0.7 0.2 0.003
C -5.3806 -1.2638 -3.1281 1.2 0.0 1.1 0.000
C -5.3294 -2.4235 -2.2837 0.8 0.4 0.3 0.001
C -4.2801 -2.2406 -1.3904 -0.6 0.7 -0.9 -0.002
H 0.7500 -0.5925 -2.9881 -0.1 0.3 0.5 -0.008
H 0.2925 0.4705 -1.6253 -0.2 -0.5 -0.3 0.020
H -1.4601 -0.9820 -3.1261 -0.2 -0.3 0.9 -0.010
H -0.9992 -2.3341 -2.0158 0.0 0.5 -0.2 0.055
H 3.8580 -0.3551 0.7618 0.0 0.0 0.0 0.001
H 5.7059 1.2826 -0.4382 -0.2 -0.2 0.0 0.000
H 4.7578 1.6973 -2.9953 -0.1 0.0 0.3 0.001
H 2.3832 0.4782 -3.1080 0.1 0.1 0.1 -0.002
H 2.1679 -4.2504 -0.5295 0.0 0.0 0.0 -0.003
H 3.1609 -5.5717 -2.7282 0.0 -0.1 0.1 0.000
H 3.2176 -3.7178 -4.7432 0.0 -0.2 0.0 0.000
H 2.2113 -1.4607 -3.7387 0.2 -0.4 0.2 -0.001
H -3.0509 1.9749 0.4312 0.3 0.0 -0.4 0.003
H -2.7997 4.2934 -0.8688 -0.1 -0.2 -0.3 0.000
H -1.9679 3.5954 -3.4806 0.1 0.0 0.4 0.000
H -1.3826 1.0007 -3.3736 -0.2 0.1 0.1 0.002
H -4.0790 0.5527 -3.0889 0.1 0.0 0.1 0.000
H -6.0636 -1.0934 -3.9442 0.0 0.1 0.1 0.000
H -5.9736 -3.2891 -2.3276 0.0 0.1 0.0 0.000
H -3.8919 -2.8633 -0.6034 -0.1 -0.2 0.1 0.001
Se -1.9164 -1.8794 5.3953 0.2 0.0 -0.3 0.898
C -1.3959 -1.9194 3.6668 0.7 0.0 -3.0 -0.104
N -1.0604 -1.9379 2.5275 -1.6 -0.2 3.1 0.178
```
Positions in Å, forces in eV/Å.

Properties
Gap between HOMO and LUMO (alpha / beta) = 0.2456 / 0.1487 Ha
Total energy = -124451.836 eV
E_HOMO (alpha / beta) = -6.746 / -8.006 eV
E_LUMO (alpha / beta) = -0.06 / -3.96 eV
2S+1 = 3
ΔE to the lowest compared entry with this formula, charge and spin = 0.0 kcal per mole